# 1
C4H12KO4 | ωB97M-V/def2-TZVPD

Geometry as XYZ:
```
21
Properties=species:S:1:pos:R:3
K -2.67940 -1.41864 3.22982
C -4.00454 0.55007 -2.04315
C -3.61604 -0.70956 -2.84745
O -2.67127 -1.49422 -2.09294
O -4.68388 0.27458 -0.85532
H -4.66411 0.99389 -2.78886
H -3.14625 1.18184 -1.81444
H -3.23497 -0.42358 -3.82781
H -4.32049 -1.53679 -2.93430
H -1.83595 -1.32631 -2.53527
H -5.16866 1.09393 -0.73179
C 4.51511 -0.03388 2.31997
C 3.71982 0.05004 1.06971
O 2.35047 0.56725 1.29476
O 4.56753 1.14251 3.10124
H 5.53455 -0.40962 2.40747
H 4.16175 -0.85993 2.93713
H 3.69414 -0.82070 0.41455
H 4.19783 0.75723 0.39185
H 2.44446 1.52241 1.31570
H 4.83993 0.89938 3.98910
```

Results
- total charge = +1
- energy relative to the best compared isomer or geometry (same formula, charge and spin) (eV) = 2.6301
- HOMO energy (eV) = -12.00
- orbital gap (eV) = 7.750

---

# 2
C3H8N2O3S | ωB97M-V/def2-TZVPD

Geometry as XYZ:
```
17
Properties=species:S:1:pos:R:3
H 1.16727 -2.69839 -0.40711
N 1.12572 -1.70561 -0.55167
C 1.07583 -0.92430 0.40345
C 1.27174 0.62661 0.15645
C 0.01357 1.12496 -0.52817
N -1.03266 0.17438 -0.61553
S -1.88610 -0.07283 0.78427
O -1.11576 -0.05035 1.98698
O -2.77388 -1.16975 0.71525
O -2.68440 1.29041 0.78021
H 1.05846 -1.07937 1.43807
H 2.14649 0.91444 -0.59073
H 1.37239 1.27429 1.02047
H -0.35870 2.05277 -0.06222
H 0.17315 1.24739 -1.52505
H -0.59604 -0.67214 -1.02432
H -3.11816 1.58806 1.57885
```

Results
- total charge = 0
- energy relative to the best compared isomer or geometry (same formula, charge and spin) (eV) = 2.5609
- HOMO energy (eV) = -10.09
- orbital gap (eV) = 10.662

---

# 3
C4H12NO3P | ωB97M-V/def2-TZVPD

Geometry as XYZ:
```
21
Properties=species:S:1:pos:R:3
C -1.84190 0.40659 -1.67613
C -0.35102 -1.75769 -1.34747
C 1.23575 1.19319 -0.68335
C -0.42210 -0.20240 -1.56518
N 0.15142 0.65134 -0.50200
O 1.02435 -1.12785 3.44022
O -0.60816 0.30773 1.94231
O 1.90396 0.92304 2.35417
P 0.64188 0.45809 2.91259
H -2.63760 -0.29755 -1.79271
H -2.04028 0.94175 -0.70237
H -1.89469 1.11917 -2.47074
H -0.79624 -2.20319 -2.31502
H -0.77493 -1.99209 -0.40686
H 0.69092 -1.80180 -1.33219
H 1.89277 0.99949 -1.58493
H 1.70851 1.79165 0.18657
H 0.30267 -0.01970 -2.45143
H -0.25861 0.46129 0.96455
H 1.92345 -1.18888 3.23222
H 0.14984 1.33783 3.79775
```

Results
- total charge = 0
- spin multiplicity = 3
- energy relative to the best compared isomer or geometry (same formula, charge and spin) (eV) = 0.0000
- HOMO energy (spin up / spin down) (eV) = -5.58 / -10.79
- orbital gap (spin up / spin down) (eV) = 6.516 / 7.245

---

# 4
C15H36FeN5O6 | ωB97M-V/def2-TZVPD

Geometry as XYZ:
```
63
Properties=species:S:1:pos:R:3
Fe 0.96311 1.27938 2.57248
O 0.56872 0.50901 0.93593
H 0.95987 0.77912 0.10238
C -1.37807 -0.40401 3.05256
O -0.83291 0.70094 3.29967
N -2.48375 -0.81268 3.59517
C -3.10695 -2.05985 3.14723
C -3.22702 -0.02481 4.55654
H -0.91969 -1.10928 2.35735
H -4.01567 -1.83309 2.58559
H -3.31767 -2.70381 3.99623
H -2.47805 -2.56108 2.41456
H -3.30158 -0.57464 5.49442
H -2.73778 0.92504 4.74089
H -4.22579 0.17351 4.16742
C 3.64734 3.03299 1.93250
O 2.63499 2.31728 2.01029
N 4.42533 3.10072 0.86745
C 5.62565 3.91137 0.84012
C 4.15230 2.33562 -0.33736
H 4.01537 3.61913 2.77917
H 5.57436 4.66723 0.05601
H 6.50162 3.29048 0.63646
H 5.82856 4.39850 1.79243
H 3.38304 1.59788 -0.13959
H 3.85479 3.01157 -1.14123
H 5.06372 1.83447 -0.66154
C 1.15872 -0.85754 -4.31691
O 0.88340 -1.95359 -3.88366
N 1.29742 0.25270 -3.55533
C 1.78130 1.48674 -4.12961
C 0.96031 0.27788 -2.15855
H 1.29723 -0.65445 -5.38876
H 2.77756 1.73305 -3.74102
H 1.11837 2.32685 -3.90851
H 1.88151 1.44070 -5.21281
H 1.71477 -0.11159 -1.46942
H 0.68580 1.30198 -1.89641
H 0.05168 -0.30289 -1.97395
C -1.07925 -4.08180 -1.80699
O -2.01327 -4.85761 -1.79562
N -0.40690 -3.66950 -0.69167
C -0.87101 -3.96929 0.63352
C 0.75000 -2.82523 -0.78986
H -0.70848 -3.63106 -2.73654
H -0.08885 -4.47930 1.21176
H -1.68240 -4.69351 0.58433
H -1.19343 -3.06043 1.14965
H 0.68629 -1.99457 -0.07954
H 1.63654 -3.39364 -0.46017
H 0.93017 -2.54278 -1.81948
C -2.35638 -0.43461 0.01677
O -2.87947 -1.44258 0.44904
N -2.99591 0.60182 -0.56053
C -2.27050 1.82063 -0.85884
C -4.39601 0.55244 -0.89702
H -1.27025 -0.26803 0.10415
H -1.36360 1.83048 -0.25796
H -2.89896 2.67266 -0.60783
H -1.98839 1.82874 -1.91714
H -4.55537 0.79582 -1.94789
H -4.82778 -0.40550 -0.63221
H -4.93870 1.30601 -0.30815
```

Results
- total charge = +1
- spin multiplicity = 5
- energy relative to the best compared isomer or geometry (same formula, charge and spin) (eV) = 2.0018
- HOMO energy (spin up / spin down) (eV) = -10.45 / -10.45
- orbital gap (spin up / spin down) (eV) = 7.365 / 6.645

---

# 5
C3H7NOS | ωB97M-V/def2-TZVPD

Geometry as XYZ:
```
13
Properties=species:S:1:pos:R:3
O -2.00564 0.03010 1.65880
C -1.97631 -0.14871 0.33480
N -0.63002 -0.36898 -0.31085
C 0.52780 0.18208 0.35882
C 1.68931 0.43711 -0.59481
S 2.95269 -0.97586 -0.68804
H -2.57863 -1.02840 -0.01392
H -2.38275 0.74783 -0.21961
H -0.47312 -1.34166 -0.54835
H 0.89973 -0.45992 1.17014
H 0.24755 1.08429 0.92289
H 2.35775 1.29726 -0.43766
H 1.37163 0.54485 -1.63220
```

Results
- total charge = -2
- energy relative to the best compared isomer or geometry (same formula, charge and spin) (eV) = 0.5257
- HOMO energy (eV) = 0.76
- orbital gap (eV) = 5.627

---

# 6
C5H7NO2 | ωB97M-V/def2-TZVPD

Geometry as XYZ:
```
15
Properties=species:S:1:pos:R:3
C 1.33065 2.61695 -0.40230
O 0.80984 1.43395 0.31972
C 1.59399 0.42483 0.56751
N 2.58615 -0.04696 0.10103
O 3.47151 -0.88791 0.13980
H 2.35920 2.79826 -0.07192
H 0.73942 3.54243 -0.09299
H 1.37897 2.40556 -1.55395
C -0.70637 -2.36314 -0.83383
C -1.62824 -1.87139 -0.18806
C -2.73413 -1.56183 0.72999
H -0.01575 -2.29962 -1.60806
H -2.34817 -1.05022 1.61132
H -3.42335 -0.76769 0.18226
H -3.41371 -2.37321 1.09950
```

Results
- total charge = 0
- energy relative to the best compared isomer or geometry (same formula, charge and spin) (eV) = 7.3077
- HOMO energy (eV) = -9.05
- orbital gap (eV) = 8.729

---

# 7
C21H29N3O2 | ωB97M-V/def2-TZVPD

Geometry as XYZ:
```
55
Properties=species:S:1:pos:R:3
C 7.06535 2.06918 -0.79537
C 6.58737 2.46263 0.44355
C 5.67840 3.50216 0.54871
C 5.25016 4.16112 -0.59295
O 4.40050 5.21869 -0.48607
C 3.02735 4.89499 -0.80071
N 2.51315 3.96151 0.11502
C 1.39847 3.32886 -0.29478
C 0.16026 4.03850 -0.50140
C -0.97698 3.38923 -0.90888
C -0.93480 2.00065 -1.11597
C 0.28215 1.37516 -0.87362
N 1.40787 1.98002 -0.49791
C 5.71951 3.76652 -1.83604
C 6.62554 2.72052 -1.93456
H 7.76571 1.24645 -0.86972
H 6.91600 1.95471 1.34241
H 5.26116 3.81770 1.49490
H 2.53417 5.88846 -0.81024
H 2.99582 4.52264 -1.84549
H 0.16278 5.10733 -0.31905
H -1.89266 3.94920 -1.07632
H -1.82251 1.47541 -1.44620
H 0.35253 0.29859 -1.04265
H 5.36399 4.29172 -2.71358
H 6.97634 2.41681 -2.91466
C -2.73928 -4.37598 -0.85155
C -2.40402 -2.89633 -0.55369
C -1.11164 -2.78246 0.25963
C -1.25061 -3.15687 1.73470
C -2.42250 -2.41426 2.37518
C -3.73913 -2.60489 1.61816
N -3.53027 -2.23140 0.17883
O -3.50826 -0.95514 0.04415
C -4.24859 -4.04350 1.77330
C -4.81454 -1.69584 2.19863
C -2.19617 -2.21687 -1.90206
H -3.81593 -4.54032 -0.87710
H -2.34752 -4.65597 -1.82870
H -2.30524 -5.06366 -0.12665
H -0.75027 -1.75218 0.19170
H -0.35108 -3.41118 -0.21026
H -1.37009 -4.23896 1.84976
H -0.32901 -2.89561 2.25674
H -2.56376 -2.73536 3.41050
H -2.18836 -1.34624 2.40372
H -5.14028 -4.20359 1.16540
H -4.51521 -4.21002 2.81785
H -3.51643 -4.79948 1.51038
H -4.50145 -0.65561 2.21077
H -5.02107 -2.00637 3.22411
H -5.73807 -1.76959 1.62212
H -3.11030 -2.23108 -2.49897
H -1.42820 -2.76393 -2.44994
H -1.86033 -1.18606 -1.81515
```

Results
- total charge = -1
- spin multiplicity = 2
- HOMO energy (spin up / spin down) (eV) = -2.71 / -2.71
- orbital gap (spin up / spin down) (eV) = 5.044 / 4.974

---

# 8
C3H4N2OS | ωB97M-V/def2-TZVPD

Geometry as XYZ:
```
11
Properties=species:S:1:pos:R:3
H -2.42294 1.45455 -0.49033
N -2.00691 0.65223 0.21850
C -0.86796 0.32287 -0.14712
O -0.36941 0.47660 -1.51886
N 0.93767 -0.08925 -1.49781
C 1.31316 -0.46825 -0.16044
C 0.33644 -0.31993 0.65764
S 0.19216 -1.26921 2.05503
H 1.44809 0.73548 -1.91241
H 2.26020 -1.00508 0.09774
H -0.82050 -0.49002 2.69806
```

Results
- total charge = 0
- energy relative to the best compared isomer or geometry (same formula, charge and spin) (eV) = 3.7581
- HOMO energy (eV) = -8.53
- orbital gap (eV) = 9.312

---

# 9
C4H6N2O2 | ωB97M-V/def2-TZVPD

Geometry as XYZ:
```
14
Properties=species:S:1:pos:R:3
O -1.29528 1.22496 0.51017
C -0.75317 0.13704 1.12286
C -0.55808 -1.10789 0.30813
N -0.61416 -1.11767 -1.06244
C 0.36514 -0.59704 -1.64597
N 1.28311 0.01687 -0.63190
O 1.74459 1.41625 -1.04747
C 0.68652 -0.15316 0.72852
H -2.43216 1.21224 0.53373
H -1.06775 -0.18022 2.13543
H -0.53142 -2.05662 0.73365
H 0.62221 -0.19720 -2.46595
H 1.09260 1.95940 -0.62841
H 1.45784 -0.55696 1.40964
```

Results
- total charge = 0
- energy relative to the best compared isomer or geometry (same formula, charge and spin) (eV) = 6.4095
- HOMO energy (eV) = -8.72
- orbital gap (eV) = 9.075

---

# 10
C8H20N2 | ωB97M-V/def2-TZVPD

Geometry as XYZ:
```
30
Properties=species:S:1:pos:R:3
C 0.33357 -0.48169 -1.89355
C 0.56178 0.93525 -0.04231
C -0.20640 0.58960 2.43164
C 0.02714 -0.22469 0.53693
C -0.00650 -1.95903 -1.89472
C 1.69222 -0.22733 -2.49741
C -1.68874 0.82948 2.54506
C 0.33267 -0.48875 3.33873
N -0.68899 0.29788 -2.58826
N -0.22492 1.98012 -0.43428
H 1.57992 1.20360 0.22658
H 0.35035 1.52181 2.54132
H -1.54657 -0.23386 -2.71331
H -0.43443 0.62947 -3.52266
H -1.05932 1.67005 -0.94574
H 0.25779 2.72618 -0.91749
H -1.00351 -0.48009 0.32825
H 0.70600 -1.02979 0.77872
H -0.98018 -2.14992 -1.42688
H 1.97988 0.82695 -2.42657
H -0.07816 -2.37845 -2.91513
H 0.74294 -2.55410 -1.36542
H 2.46435 -0.82322 -2.00384
H 1.72680 -0.48657 -3.57412
H -1.98817 1.17686 3.54523
H 0.11846 -0.29137 4.40039
H -2.02385 1.58279 1.82453
H -2.24561 -0.09366 2.33938
H 1.41472 -0.60507 3.22509
H -0.11324 -1.46245 3.09985
```

Results
- total charge = 0
- energy relative to the best compared isomer or geometry (same formula, charge and spin) (eV) = 4.4087
- HOMO energy (eV) = -5.68
- orbital gap (eV) = 6.562

---

# 11
C29H29F3GeN6STi | ωB97M-V/def2-TZVPD

Geometry as XYZ:
```
70
Properties=species:S:1:pos:R:3
Ti 1.30470 1.58319 -0.62820
F 1.66681 2.13303 -6.14888
C 1.80087 3.31982 -5.53105
F 3.09517 3.47767 -5.23467
F 1.49438 4.26791 -6.44706
C 0.90428 3.43033 -4.32660
C -0.30376 4.08218 -4.44918
C -1.17499 4.17321 -3.36792
C -0.77311 3.59592 -2.18496
N 0.39471 2.96840 -2.05577
C 1.24505 2.83121 -3.09581
S 2.63160 1.83404 -2.77658
H -0.57293 4.52583 -5.39801
H -2.13188 4.66629 -3.44591
H -1.40819 3.60753 -1.30687
C 3.74701 -0.84529 3.58917
N 4.14481 -0.06957 2.41069
C 5.01850 -0.81700 1.51831
C 3.20107 0.72667 1.79651
N 2.97020 0.78415 0.54263
N 2.52415 1.55617 2.68729
C 1.42611 2.36184 2.45742
N 0.92574 2.89129 3.62753
N 0.96872 2.60390 1.28775
H 4.64727 -1.24626 4.04944
H 3.07697 -1.66785 3.32144
H 3.24267 -0.22871 4.32830
H 5.83473 -1.23036 2.10635
H 5.44439 -0.15463 0.76668
H 4.49843 -1.64446 1.02088
H 3.44671 0.05836 0.01994
H 2.97498 1.68586 3.57694
H 0.88509 2.25707 4.41111
H 0.08743 3.44033 3.52429
H 0.07923 3.09081 1.31725
C 0.16180 0.30370 -0.54752
Ge -1.10174 -1.02985 -0.12852
C -1.08680 -2.58176 -1.32276
C 0.05442 -2.88208 -2.06478
C 0.09615 -3.99350 -2.89545
C -1.01061 -4.82537 -2.99770
C -2.15916 -4.53657 -2.27358
C -2.19349 -3.42137 -1.44643
C -0.79697 -1.70850 1.70393
C -0.21610 -0.84585 2.63379
C -0.00532 -1.23130 3.95009
C -0.36404 -2.50695 4.36638
C -0.93226 -3.38554 3.45296
C -1.14593 -2.98569 2.13872
C -2.93521 -0.32324 -0.11876
C -3.34349 0.51460 -1.15959
C -4.62405 1.04590 -1.19563
C -5.52679 0.75101 -0.18067
C -5.13896 -0.07496 0.86341
C -3.85305 -0.60492 0.89034
H 0.91236 -2.22006 -2.00230
H 0.98882 -4.20718 -3.47068
H -0.98187 -5.69134 -3.64747
H -3.02891 -5.17643 -2.35976
H -3.10513 -3.19722 -0.90058
H 0.07163 0.14325 2.29063
H 0.44087 -0.54134 4.66103
H -0.20345 -2.81480 5.39215
H -1.21024 -4.38444 3.76599
H -1.58430 -3.69095 1.43978
H -2.64200 0.75619 -1.95268
H -4.92336 1.68797 -2.01560
H -6.52820 1.16272 -0.20630
H -5.83796 -0.30787 1.65758
H -3.56358 -1.24519 1.71753
```

Results
- total charge = 0
- energy relative to the best compared isomer or geometry (same formula, charge and spin) (eV) = 0.1147
- HOMO energy (eV) = -6.53
- orbital gap (eV) = 6.417

---

# 12
C23H15AsBaO5 | ωB97M-V/def2-TZVPD

Geometry as XYZ:
```
45
Properties=species:S:1:pos:R:3
O 0.00528 4.31126 -0.42262
C 0.01443 3.17797 -0.57012
Ba -0.02945 -0.58764 0.19792
O 0.00754 0.15301 -3.84563
C -0.00579 0.02407 -2.70338
C -0.00587 -3.28127 -0.34324
O -0.00450 -4.42948 -0.41403
C -2.90089 -0.04786 -0.31356
O -4.04216 0.05052 -0.34426
C 2.84798 0.02965 -0.34903
O 3.98968 0.14942 -0.34182
C -0.83906 4.27860 5.66765
C 0.19021 4.20848 4.71865
C 0.48804 3.00364 4.07883
C -0.25584 1.84773 4.39237
C -1.26345 1.89543 5.36405
C -1.55169 3.11706 5.98987
As 0.03135 0.29108 3.26786
C 1.65404 -0.48272 4.05782
C 2.19241 -1.65001 3.47526
C 3.53265 -1.96946 3.68936
C 4.34064 -1.14958 4.48939
C 3.78885 -0.02870 5.11847
C 2.43858 0.29771 4.92015
C -1.46026 -0.85778 3.84888
C -1.24560 -2.07377 4.50386
C -2.32217 -2.95277 4.69933
C -3.60601 -2.60646 4.25624
C -3.81811 -1.37324 3.62353
C -2.75191 -0.50551 3.40434
H -1.07647 5.22807 6.15769
H 0.77752 5.08870 4.46928
H 1.28661 2.95609 3.33047
H -1.83231 0.99986 5.60998
H -2.35427 3.15058 6.73194
H 1.58413 -2.30995 2.84756
H 3.95269 -2.86576 3.22453
H 5.39850 -1.38258 4.62177
H 4.40670 0.60881 5.75644
H 2.02139 1.18277 5.40444
H -0.24994 -2.35309 4.85091
H -2.15320 -3.91455 5.19296
H -4.44130 -3.29297 4.40184
H -4.81806 -1.07458 3.29566
H -2.92141 0.44212 2.88657
```

Results
- total charge = +2
- HOMO energy (eV) = -14.01
- orbital gap (eV) = 6.446